C57H120F18N6O17S2 | wB97M-V/def2-TZVPD

The geometry in XYZ format:
```
220
Properties=species:S:1:pos:R:3
C -4.66 -0.15 -5.83
N -3.51 0.74 -6.28
C -2.39 0.55 -5.22
C -3.21 0.35 -7.72
C -3.91 2.26 -6.26
C -4.90 2.77 -7.22
O -6.11 2.03 -7.27
H -4.20 -1.12 -5.61
H -5.33 -0.37 -6.67
H -5.25 0.36 -5.07
H -2.88 0.41 -4.25
H -1.81 1.48 -5.22
H -1.85 -0.33 -5.54
H -2.33 0.90 -8.03
H -4.16 0.44 -8.26
H -3.01 -0.72 -7.75
H -2.99 2.84 -6.29
H -4.40 2.44 -5.30
H -4.57 2.86 -8.26
H -5.24 3.76 -6.91
H -6.24 1.75 -8.18
C -1.53 3.99 0.98
N -2.04 5.07 1.92
C -1.38 6.39 1.44
C -3.57 5.22 1.75
C -1.67 4.74 3.43
C -0.15 4.81 3.73
O 0.03 6.18 4.05
H -1.87 4.22 -0.03
H -1.99 3.05 1.31
H -0.46 3.97 1.15
H -0.34 6.17 1.22
H -1.58 7.22 2.12
H -1.78 6.68 0.47
H -3.86 5.98 2.48
H -4.11 4.33 2.08
H -3.87 5.53 0.75
H -2.16 3.79 3.63
H -2.11 5.55 4.02
H 0.59 4.51 2.99
H 0.03 4.10 4.53
H 0.67 6.15 4.76
C -1.96 -0.36 -0.04
N -0.76 -0.13 -1.06
C -0.73 -1.23 -2.08
C -1.06 1.22 -1.80
C 0.57 0.07 -0.29
C 1.01 -1.04 0.62
O 1.43 -2.22 -0.11
H -2.82 -0.16 -0.68
H -1.78 0.43 0.69
H -1.91 -1.35 0.41
H -1.63 -1.21 -2.68
H -0.74 -2.18 -1.54
H 0.22 -1.17 -2.61
H -0.23 1.43 -2.48
H -1.09 1.96 -1.00
H -2.00 1.17 -2.34
H 0.45 1.01 0.25
H 1.36 0.23 -1.02
H 0.19 -1.32 1.29
H 1.89 -0.75 1.18
H 2.05 -2.76 0.38
C -8.80 3.44 1.95
C -7.58 2.88 2.72
C -7.47 1.39 2.66
N -6.17 0.84 3.27
C -6.32 0.95 4.83
C -5.87 -0.61 2.85
C -4.34 -0.79 2.79
C -3.81 0.57 3.17
C -4.89 1.49 2.74
H -8.74 4.53 1.93
H -9.70 3.16 2.49
H -8.95 3.05 0.94
H -7.65 3.32 3.72
H -6.75 3.27 2.13
H -7.38 1.24 1.59
H -8.42 0.93 2.96
H -5.68 0.25 5.37
H -7.39 0.77 4.96
H -6.01 1.97 5.06
H -6.32 -1.30 3.57
H -6.47 -0.89 1.98
H -3.92 -1.57 3.42
H -3.97 -0.97 1.78
H -3.76 0.58 4.26
H -2.81 0.77 2.79
H -4.80 2.45 3.25
H -4.92 1.56 1.66
C 6.61 -6.78 0.04
C 5.98 -6.27 -1.30
C 4.48 -6.10 -1.27
N 3.83 -5.31 -2.42
C 4.18 -5.99 -3.74
C 4.16 -3.82 -2.45
C 2.86 -3.11 -2.93
C 1.84 -4.17 -2.92
C 2.33 -5.34 -2.09
H 6.04 -7.65 0.38
H 6.53 -5.95 0.74
H 7.69 -6.86 -0.01
H 6.17 -6.96 -2.12
H 6.49 -5.31 -1.44
H 4.30 -5.46 -0.40
H 3.97 -7.03 -0.99
H 4.20 -7.06 -3.52
H 5.21 -5.79 -4.06
H 3.41 -5.72 -4.47
H 4.98 -3.82 -3.17
H 4.37 -3.49 -1.43
H 2.99 -2.50 -3.82
H 2.67 -2.43 -2.10
H 1.74 -4.44 -3.98
H 0.88 -3.75 -2.62
H 1.92 -6.31 -2.37
H 2.14 -5.12 -1.04
C 7.33 -2.64 6.72
C 6.32 -1.52 6.47
C 5.94 -1.49 4.99
N 4.89 -0.44 4.53
C 3.52 -0.86 5.02
C 4.85 -0.49 3.03
C 4.44 0.88 2.56
C 4.70 1.87 3.72
C 5.24 0.99 4.91
H 6.92 -3.61 6.45
H 7.43 -2.94 7.77
H 8.35 -2.52 6.36
H 6.75 -0.54 6.65
H 5.41 -1.75 7.04
H 5.57 -2.47 4.68
H 6.81 -1.29 4.36
H 3.58 -0.67 6.09
H 3.40 -1.94 4.89
H 2.78 -0.27 4.49
H 4.18 -1.25 2.62
H 5.83 -0.64 2.58
H 3.37 0.85 2.38
H 4.90 1.15 1.61
H 3.76 2.27 4.08
H 5.34 2.74 3.52
H 4.99 1.23 5.94
H 6.33 1.05 4.88
C 2.42 4.97 -1.08
O 1.05 5.30 -1.28
O 3.17 6.11 -0.84
C 2.59 3.63 -0.24
F 2.19 2.60 -1.01
F 3.88 3.39 0.11
F 1.88 3.61 0.91
C 0.38 4.72 -2.43
C -0.98 5.39 -2.66
H -1.50 5.65 -1.73
H -0.85 6.32 -3.21
H -1.68 4.75 -3.20
H 0.17 3.67 -2.22
H 1.00 4.71 -3.32
H 2.72 4.55 -2.04
C 2.58 1.62 -4.53
O 2.68 2.35 -5.74
O 1.53 0.60 -4.63
C 4.04 1.24 -4.20
F 4.47 0.31 -5.11
F 4.99 2.19 -4.26
F 4.14 0.75 -2.99
C 1.69 3.30 -6.04
C 1.77 3.57 -7.50
H 1.44 2.66 -8.01
H 1.02 4.33 -7.74
H 2.77 3.86 -7.82
H 1.91 4.23 -5.51
H 0.67 2.98 -5.86
H 2.21 2.30 -3.77
C -3.96 -3.72 -1.45
O -3.08 -3.61 -0.33
O -4.74 -4.89 -1.11
C -4.66 -2.34 -1.75
F -3.86 -1.44 -2.31
F -5.71 -2.38 -2.66
F -5.17 -1.80 -0.62
C -1.97 -4.57 -0.27
C -1.18 -4.29 1.00
H -0.10 -4.23 0.87
H -1.47 -3.37 1.50
H -1.50 -5.13 1.63
H -1.32 -4.29 -1.10
H -2.28 -5.61 -0.31
H -3.28 -3.85 -2.29
C 3.70 -4.59 2.33
O 5.06 -4.75 2.62
O 3.57 -3.64 1.23
C 2.84 -5.91 2.26
F 1.48 -5.69 2.04
F 3.31 -6.73 1.39
F 2.86 -6.58 3.39
C 5.59 -5.28 3.84
C 7.00 -4.80 3.77
H 7.58 -5.35 3.02
H 7.11 -3.73 3.58
H 7.43 -5.09 4.73
H 5.62 -6.37 3.84
H 5.04 -5.07 4.76
H 3.30 -3.99 3.15
C -5.53 4.35 -1.90
F -4.46 5.12 -1.81
F -6.44 4.81 -1.05
F -6.07 4.32 -3.12
S -4.91 2.58 -1.33
O -4.43 1.92 -2.56
O -3.74 2.83 -0.47
O -6.00 1.87 -0.66
C -0.41 -0.80 4.45
F -0.13 -0.98 5.78
F 0.48 -1.61 3.73
F -1.58 -1.18 4.21
S -0.24 1.02 3.93
O -0.38 1.10 2.49
O -1.26 1.77 4.71
O 1.14 1.37 4.36
```

**LUMO level**: -0.15 eV
**Orbital gap**: 5.084 eV
**HOMO level**: -5.23 eV
**Net charge**: 0
**Strongest force on any atom**: 5.518 eV Å⁻¹